(1)
Computed, not measured: a cluster of 2 separate species, C5H10O2 in total in a non-equilibrium geometry, with wB97M-V/def2-TZVPD.

Values from the calculation:
* energy: -9438.44485 eV
* orbital gap (alpha / beta): 0.1262 / 0.2399 Eh
* HOMO level (alpha / beta): 0.4529 / -2.7557 eV
* net charge: -1
* 2S+1: 2
* energy relative to the best compared isomer or geometry (same formula, charge and spin): 48.14 kcal/mol

Last column: natural (NBO) charge in e.
Atoms and positions in Å:
C -2.754763 -0.036689 0.450374  -0.628
C 1.535603 0.886283 1.712838  -0.743
C 0.948931 0.150353 0.716627  0.284
O 1.749048 0.199610 -0.453478  -0.749
C -0.440723 -0.346073 0.596377  -0.420
C -1.528641 0.377671 1.052805  -0.401
H -2.868132 -0.266583 -0.575054  0.174
H -3.098632 -0.916755 1.073063  0.168
H -3.603768 0.597948 0.699577  0.182
H 2.596196 0.948428 1.803074  0.163
H 0.914081 1.027990 2.645815  0.184
H 2.564807 0.356800 -0.276424  0.441
H -0.585254 -1.332648 0.174041  0.177
H -1.339750 1.366748 1.503750  0.180
H 1.142903 -0.569455 -2.594913  0.488
H 0.482195 -1.827708 -2.959637  0.451
O 0.405066 -0.896364 -3.129950  -0.951

Forces on atoms 1 to 3 (eV/Å):
-3.620 -0.977 2.979
-2.302 -0.172 2.039
-0.714 0.675 -0.176

=====

(2)
Computed, not measured: a structure of composition C6H14N2O2Rb in a non-equilibrium geometry, with wB97M-V/def2-TZVPD.

Values from the calculation:
* energy: -14175.57144 eV
* orbital gap: 0.3570 Eh
* HOMO level: -12.6470 eV
* net charge: +1
* energy relative to the best compared isomer or geometry (same formula, charge and spin): 23.95 kcal/mol

Last column: natural (NBO) charge in e.
Atoms and positions in Å:
Rb 0.706419 -0.522001 -3.136328  0.994
C 0.508151 -1.529247 1.586319  -0.716
C 1.649542 -1.644161 0.582403  0.681
O 1.532129 -0.914342 -0.440263  -0.755
N 2.572962 -2.541948 0.722686  -0.573
C 3.795880 -2.557476 -0.074571  -0.419
H 0.144138 -2.476430 1.984375  0.228
H -0.393160 -1.051169 1.202665  0.238
H 0.728359 -0.972474 2.497150  0.247
H 2.288159 -3.236503 1.398405  0.413
H 3.374940 -2.844975 -1.038027  0.201
H 4.575006 -3.265553 0.207736  0.235
H 4.237100 -1.560950 -0.093680  0.225
C -0.368780 2.354171 0.190957  -0.705
C -1.464059 1.825001 -0.753020  0.685
O -1.169948 1.406193 -1.939735  -0.753
N -2.689304 2.081970 -0.346158  -0.568
C -3.975971 1.884058 -0.940382  -0.424
H 0.592110 2.316510 -0.322251  0.246
H -0.418320 1.957607 1.205043  0.233
H -0.578025 3.420430 0.277017  0.235
H -2.732677 2.556545 0.544351  0.397
H -3.904649 2.055760 -2.014410  0.226
H -4.779274 2.431159 -0.446942  0.228
H -4.230729 0.827825 -0.853341  0.203

Forces on atoms 1 to 3 (eV/Å):
-0.177 0.303 0.438
-0.435 -0.471 0.912
-3.392 2.632 -2.195

=====

(3)
Computed, not measured: a structure of composition C38H35BrN3O2RuSSi, with wB97M-V/def2-TZVPD.

Values from the calculation:
* energy: -139877.55234 eV
* orbital gap (alpha / beta): 0.2842 / 0.2787 Eh
* HOMO level (alpha / beta): -7.7626 / -7.5671 eV
* 2S+1: 2
* energy relative to the best compared isomer or geometry (same formula, charge and spin): 5.94 kcal/mol

Last column: Löwdin spin population.
Atoms and positions in Å:
Ru -1.414809 -0.216424 -0.182568  0.926
C -0.366442 -1.972058 -0.398094  -0.015
Si 1.427072 -1.950524 0.132793  -0.003
C 1.547662 -0.297052 1.041281  0.003
N 0.796187 0.725730 0.280015  0.016
C 0.716343 1.998739 1.025569  0.003
C 2.054687 2.722241 1.158717  0.001
C 2.710445 2.941590 -0.202693  0.000
C 2.775251 1.630213 -0.986662  0.000
C 1.409083 0.952872 -1.043200  0.001
C 2.709121 -2.056142 -1.235469  0.000
C 2.369965 -2.351719 -2.557135  0.000
C 3.336235 -2.406994 -3.553417  0.000
C 4.667092 -2.166252 -3.242800  0.000
C 5.027665 -1.875077 -1.933792  0.000
C 4.056554 -1.821972 -0.943200  0.000
C 1.797755 -3.315636 1.364034  -0.001
C 2.846700 -4.222765 1.199452  0.000
C 3.080084 -5.225998 2.131790  0.000
C 2.263907 -5.339670 3.247270  0.000
C 1.210104 -4.452864 3.424972  0.000
C 0.978283 -3.452978 2.492046  0.000
H -0.830731 -2.598721 0.368553  0.007
H -0.517999 -2.479478 -1.353150  -0.001
H 2.574858 0.016557 1.264174  0.001
H 1.044423 -0.427718 2.005948  0.000
H 0.309327 1.779928 2.012980  0.000
H -0.005252 2.642168 0.520951  0.000
H 2.727837 2.148653 1.801918  0.000
H 1.881174 3.675731 1.663598  0.000
H 3.713171 3.354881 -0.074318  0.000
H 2.143883 3.686058 -0.772097  0.000
H 3.506060 0.956670 -0.532166  0.000
H 3.117719 1.805783 -2.009470  0.000
H 1.482762 -0.001525 -1.558151  0.000
H 0.719663 1.547015 -1.631967  0.000
H 1.332473 -2.534447 -2.817386  0.000
H 3.050299 -2.637222 -4.572093  0.000
H 5.421937 -2.206642 -4.017888  0.000
H 6.065376 -1.690511 -1.684605  0.000
H 4.355191 -1.598793 0.076931  0.000
H 3.488530 -4.151460 0.329091  0.000
H 3.896763 -5.922016 1.984329  0.000
H 2.442905 -6.122524 3.973826  0.000
H 0.557694 -4.543369 4.284502  0.000
H 0.129721 -2.795267 2.646612  0.000
S -4.376021 2.446973 -2.294251  -0.001
C -3.077644 3.574459 -2.200950  0.001
C -3.141572 4.947527 -2.407621  0.000
C -1.977249 5.680776 -2.314909  0.000
C -0.770452 5.035931 -2.043067  0.000
C -0.717706 3.672855 -1.831735  0.000
C -1.888464 2.910922 -1.874300  0.002
N -2.035458 1.523612 -1.668077  0.014
C -3.277283 1.164790 -1.908880  -0.001
C -3.706967 -0.218627 -1.902005  0.002
C -4.966757 -0.587692 -2.379983  -0.001
C -5.284368 -1.932951 -2.408846  0.005
C -4.361889 -2.858822 -1.928999  -0.001
C -3.149976 -2.463213 -1.384623  0.002
C -2.792311 -1.115620 -1.346347  -0.017
H -4.084789 5.424940 -2.639235  0.000
H -1.999066 6.751044 -2.470466  0.000
H 0.145482 5.611071 -1.997730  0.000
H 0.229948 3.209226 -1.633464  0.000
H -5.671570 0.153428 -2.737245  0.000
H -6.242678 -2.264775 -2.785329  0.000
H -4.614632 -3.912740 -1.940238  0.000
H -2.515212 -3.213281 -0.934291  0.000
Br -2.687610 4.046846 1.242101  0.000
C -2.381085 2.679026 2.525545  0.000
C -2.287837 3.046820 3.858029  0.000
C -2.068914 2.038867 4.781031  0.000
C -1.981031 0.730744 4.336832  0.000
C -2.108915 0.475314 2.979822  0.001
N -2.282790 1.445561 2.074692  0.002
C -2.090529 -0.974763 2.508603  0.006
O -1.880178 -1.834969 3.342969  0.002
O -2.365598 -1.197311 1.264541  0.041
H -2.388004 4.081902 4.148502  0.000
H -1.980138 2.272735 5.833861  0.000
H -1.827464 -0.101618 5.007033  0.000

Forces on atoms 1 to 3 (eV/Å):
0.162 0.287 -0.586
0.512 -0.095 -0.250
-0.225 -0.024 0.118

=====

Question: Which formula does entry 2 have?
Answer: C6H14N2O2Rb